Record 1
An isolated ion of composition C9H13N4 and charge +1 in a non-equilibrium geometry. Source: the OMol25 dataset; level of theory: the ωB97M-V functional and the def2-TZVPD basis.

The geometry in XYZ format:
```
26
Properties=species:S:1:pos:R:3:forces:R:3:lowdin_charge:R:1
C 0.04105 -0.96432 -3.58102 -1.974 -1.144 -1.707 -0.070
C -0.19985 0.32979 -3.18999 0.276 1.811 -1.353 -0.070
C 0.25450 -1.95396 -2.63946 0.242 4.346 1.191 -0.021
C -0.10549 0.67578 -1.84210 -1.120 0.233 -0.873 -0.026
C 0.37288 -1.56802 -1.30916 -0.506 -1.807 0.420 -0.018
C 0.06514 -0.32409 -0.87759 0.281 2.394 -0.621 -0.244
C -0.91385 0.83601 2.54879 0.649 1.650 -1.334 -0.126
C -0.57952 1.26654 1.04610 -1.348 -2.607 -0.511 -0.073
C 0.09579 -0.98970 1.67395 1.797 -0.907 -0.292 -0.131
N 1.95105 1.62644 0.48923 -0.576 1.732 -0.149 0.137
N 1.85192 0.46963 0.54410 1.007 -0.128 0.035 0.163
N -0.02494 -0.28858 2.87265 0.391 2.810 1.213 -0.031
N 0.19945 0.10034 0.49589 -0.177 -1.059 1.763 -0.113
H -0.31499 -1.18368 -4.62984 1.170 -0.165 1.132 0.139
H -0.43899 1.06557 -4.08373 0.461 -1.201 2.480 0.162
H 0.34464 -2.92531 -2.80965 0.395 -3.995 -1.263 0.073
H -0.36704 1.69200 -1.61418 0.155 0.304 0.464 0.105
H 0.51752 -2.33554 -0.57660 0.249 -0.412 0.248 0.110
H -0.80831 1.76682 3.16673 0.060 -1.278 -0.130 0.144
H -1.92701 0.54820 2.52622 -1.265 -0.509 0.353 0.099
H -1.44222 1.48657 0.36945 0.595 -0.348 0.828 0.149
H 0.10589 2.03985 0.96279 0.999 1.936 0.130 0.057
H 0.86259 -1.86012 1.67342 -1.001 1.980 -0.327 0.173
H -0.87362 -1.37452 1.58900 -1.395 -1.063 -1.095 0.117
H 2.75399 2.27147 0.43169 0.406 -1.289 0.085 0.159
H 0.76219 0.18712 3.33963 0.229 -1.283 -0.687 0.136
```
Forces are in eV/Å.

HOMO: -13.07 eV
total charge: +1
energy relative to the best compared isomer or geometry (same formula, charge and spin): 104.9 kcal per mole
gap between HOMO and LUMO: 0.335 Eh

=====

Record 2
C33H34N6O4Se2Ti as an isolated structure in a non-equilibrium geometry. Source: the OMol25 dataset; level of theory: the ωB97M-V functional and the def2-TZVPD basis.

The geometry in XYZ format:
```
80
Properties=species:S:1:pos:R:3:forces:R:3:lowdin_charge:R:1
Ti -0.68431 0.21562 -0.74014 -0.439 0.627 -0.208 0.616
N 1.52535 3.95078 0.54402 -0.028 0.030 0.132 0.129
C 0.72764 3.22424 -0.25603 -0.038 0.076 -0.095 -0.167
N -0.12635 2.35130 0.15473 0.078 -0.359 0.294 0.061
C -0.26332 2.15909 1.54496 0.067 0.118 0.248 -0.300
N -1.14463 1.37767 2.02619 -0.288 -0.199 -0.120 0.072
N -1.96745 0.73323 1.08464 0.560 0.194 0.188 -0.051
C -3.15418 0.55869 1.67372 0.059 -0.185 -0.020 -0.079
C -4.37125 0.15859 1.11689 -0.007 -0.059 -0.039 -0.206
C -5.55154 0.07614 1.90327 0.072 -0.012 0.071 -0.015
C -6.74622 -0.22955 1.33356 -0.097 -0.044 -0.066 -0.049
C -6.82774 -0.49010 -0.06524 -0.106 -0.008 0.148 -0.055
C -5.69277 -0.41977 -0.79787 0.190 -0.014 0.007 -0.064
N -4.50305 -0.11323 -0.21797 -0.157 0.098 -0.020 0.134
C 0.63132 2.86459 2.48391 -0.031 0.179 -0.502 -0.090
C 0.60811 2.67974 3.86312 -0.017 -0.095 0.066 -0.010
C 1.47681 3.38648 4.67368 0.019 0.006 -0.026 -0.060
C 2.37755 4.29380 4.11384 -0.036 -0.027 0.037 -0.064
C 2.40378 4.49909 2.74710 0.016 0.020 -0.020 -0.018
C 1.52562 3.78165 1.94241 0.089 0.044 -0.170 -0.184
H 2.10543 4.66381 0.13425 0.012 0.006 -0.001 0.156
H 0.82310 3.39027 -1.32546 0.015 -0.024 0.006 0.093
H -3.18622 0.81041 2.72717 -0.030 0.043 0.028 0.120
H -5.47190 0.27366 2.96411 -0.010 0.018 -0.031 0.120
H -7.64203 -0.27093 1.93985 0.044 -0.017 -0.018 0.114
H -7.76474 -0.73926 -0.53901 0.011 0.005 0.009 0.109
H -5.66594 -0.60536 -1.86205 0.021 0.026 0.007 0.126
H -0.10140 1.97321 4.27514 0.051 0.028 -0.011 0.119
H 1.45443 3.24161 5.74641 0.002 0.003 -0.048 0.111
H 3.05431 4.84996 4.74987 -0.028 -0.014 -0.011 0.112
H 3.08579 5.21921 2.30748 -0.019 -0.043 0.014 0.117
O -2.20093 0.18674 -1.66167 -1.299 -0.128 -0.935 -0.453
C -2.74445 -0.52204 -2.75287 0.129 0.073 -0.001 -0.274
C -1.67344 -0.92563 -3.75100 0.248 0.015 -0.002 -0.559
C -2.43646 -1.45603 -4.97250 0.148 -0.087 -0.206 -0.217
O -1.59305 -1.94684 -6.00192 -0.075 0.000 0.140 -0.034
C -0.76451 -2.04571 -3.20471 -0.109 0.010 0.025 -0.469
Se -0.58401 -2.22086 -1.24614 0.016 0.100 -0.119 0.745
C -0.86563 0.30864 -4.17195 -0.047 0.031 0.132 -0.464
Se 0.37225 1.05139 -2.83237 0.110 -0.106 0.115 0.763
H -3.66631 0.02325 -0.78412 0.058 -0.040 -0.034 0.086
H -3.48255 0.11462 -3.25021 -0.047 0.089 0.023 0.139
H -3.24602 -1.42487 -2.38681 0.004 -0.059 0.089 0.125
H -3.11672 -0.68531 -5.35137 0.018 0.038 -0.055 0.133
H -3.04143 -2.30711 -4.65583 -0.048 -0.022 -0.029 0.137
H -1.18579 -1.20601 -6.45992 -0.041 0.007 -0.024 0.086
H 0.25427 -1.89973 -3.55738 0.013 -0.016 -0.062 0.041
H -1.11090 -3.01492 -3.55667 -0.031 -0.016 -0.026 0.069
H -1.53429 1.11134 -4.48358 -0.033 -0.005 -0.021 0.077
H -0.21064 0.05570 -5.00332 -0.016 -0.022 -0.055 0.058
C 3.44624 -3.42411 1.51243 -0.030 0.044 -0.094 -0.030
O 3.51275 -2.11346 0.95062 0.191 -0.396 -0.160 -0.088
C 3.33529 -1.98176 -0.38228 -0.029 -0.313 0.108 -0.223
C 3.03897 -3.02669 -1.24764 0.045 0.013 -0.087 -0.014
C 2.95643 -2.80226 -2.61544 0.010 -0.044 0.123 -0.062
C 3.18538 -1.54173 -3.14176 0.008 0.021 0.033 -0.083
C 3.44896 -0.49468 -2.27905 -0.013 0.126 -0.164 -0.055
C 3.48537 -0.70193 -0.91278 0.111 0.419 0.066 -0.152
N 3.82423 0.41222 -0.08027 0.102 -0.170 -0.634 0.166
C 3.50841 0.67434 1.15289 -0.072 0.117 0.506 0.024
C 2.52017 0.04672 1.94505 0.131 0.437 0.213 -0.159
C 2.81303 -0.09946 3.32138 0.059 0.065 -0.080 -0.025
C 2.01874 -0.86423 4.12785 -0.073 -0.089 -0.001 -0.071
C 0.89062 -1.48919 3.56404 0.016 -0.004 0.027 -0.035
C 0.54037 -1.28860 2.25150 -0.014 -0.033 0.113 -0.007
C 1.31591 -0.46394 1.41812 -0.397 -0.168 -0.054 -0.331
O 0.88998 -0.13276 0.22695 1.202 -0.208 1.302 -0.286
H 3.68153 -3.30722 2.56452 0.011 0.037 0.044 0.097
H 4.17423 -4.08616 1.04250 0.020 -0.007 -0.007 0.102
H 2.44296 -3.83960 1.40882 -0.029 0.008 -0.024 0.103
H 2.87843 -4.01867 -0.85731 -0.028 -0.047 0.003 0.114
H 2.71532 -3.62875 -3.27136 0.031 -0.003 0.016 0.120
H 3.14658 -1.36757 -4.20772 -0.017 -0.002 0.005 0.115
H 3.61179 0.50402 -2.66844 -0.048 -0.025 0.012 0.111
H 4.48010 1.05277 -0.50789 0.089 -0.098 -0.007 0.170
H 4.13711 1.43038 1.62055 -0.094 0.004 -0.023 0.155
H 3.71404 0.36083 3.71418 -0.048 0.002 -0.022 0.125
H 2.26037 -1.00194 5.17271 -0.014 -0.003 -0.018 0.109
H 0.27067 -2.12621 4.18377 0.002 0.025 -0.012 0.117
H -0.34759 -1.74158 1.83183 -0.091 0.008 0.010 0.106
```
Forces are in eV/Å.

HOMO (alpha / beta): -8.54 / -9.63 eV
multiplicity: 2
total charge: +1
gap between HOMO and LUMO (alpha / beta): 0.191 / 0.231 Eh
expectation value of S²: 0.768